{"formula": "BrH10LiO5", "method": "ωB97M-V with the def2-TZVPD basis set", "symbols": ["Li", "Br", "O", "H", "H", "O", "H", "H", "O", "H", "H", "O", "H", "H", "O", "H", "H"], "positions_angstrom": [[-26.19729, 2.41453, 29.57213], [-26.94589, 0.57676, 27.87577], [-25.63576, -0.58267, 30.91265], [-26.24502, -0.52388, 30.37479], [-26.11251, -0.62455, 31.75308], [-26.68137, -2.47108, 26.38702], [-26.01554, -2.59082, 25.74418], [-26.51577, -1.72046, 27.04753], [-23.51182, -0.36219, 27.49711], [-24.18694, 0.24638, 27.72904], [-23.31728, 0.10284, 26.53087], [-28.07403, 1.47552, 24.85549], [-27.83855, 0.80050, 25.38061], [-28.95885, 1.17060, 24.50050], [-25.88165, 3.01358, 25.60513], [-25.48320, 2.94086, 26.49469], [-26.21695, 2.12438, 25.64056]], "total_charge": 0, "gap_ev": 8.15, "e_tot_ev": -80646.9260, "de_lowest_kcal_mol": 55.6, "homo_energy_ev": -9.850}

=====

{"formula": "BrH10O5", "method": "ωB97M-V with the def2-TZVPD basis set", "symbols": ["Br", "O", "H", "H", "O", "H", "H", "O", "H", "H", "O", "H", "H", "O", "H", "H"], "positions_angstrom": [[6.84315, -6.27583, 11.19260], [5.34837, -8.92388, 12.58366], [5.37858, -9.63862, 11.94234], [5.79986, -8.17627, 12.13256], [7.85050, -4.71609, 8.23498], [7.64905, -3.84397, 8.58548], [7.84350, -5.28570, 9.02353], [9.52122, -4.05568, 12.26324], [9.32390, -3.12329, 12.14012], [9.02471, -4.50701, 11.56385], [7.61978, -8.46652, 8.71937], [7.22946, -9.32725, 8.89250], [7.32865, -7.91209, 9.47224], [5.06948, -3.56830, 10.33427], [5.50175, -4.41340, 10.59055], [5.55681, -2.90605, 10.83164]], "total_charge": -1, "gap_ev": 8.94, "e_tot_ev": -80445.9585, "de_lowest_kcal_mol": 4.1, "homo_energy_ev": -5.610}

=====

{"formula": "BrH12O6", "method": "ωB97M-V with the def2-TZVPD basis set", "symbols": ["Br", "O", "H", "H", "O", "H", "H", "O", "H", "H", "O", "H", "H", "O", "H", "H", "O", "H", "H"], "positions_angstrom": [[9.44552, -7.36300, 11.47688], [12.46330, -9.34496, 12.00049], [11.98892, -8.51487, 11.83830], [12.84119, -9.57106, 11.14529], [8.60608, -8.28297, 8.23110], [7.73579, -8.54264, 7.91241], [8.43609, -7.85821, 9.09188], [7.59057, -7.06500, 14.31289], [8.28414, -7.36790, 14.90682], [8.04499, -6.96914, 13.44625], [7.52863, -10.00035, 13.13263], [6.82705, -9.50152, 13.56107], [8.13153, -9.30209, 12.82255], [8.59790, -3.94489, 10.80912], [7.83871, -3.81728, 10.23261], [8.69808, -4.91163, 10.86708], [11.10803, -5.77453, 9.03072], [11.22947, -4.85313, 9.28213], [10.69953, -6.18728, 9.82224]], "total_charge": -1, "gap_ev": 9.30, "e_tot_ev": -82526.1476, "de_lowest_kcal_mol": 7.4, "homo_energy_ev": -5.808}

=====

{"formula": "BrH12O6", "method": "ωB97M-V with the def2-TZVPD basis set", "symbols": ["Br", "O", "H", "H", "O", "H", "H", "O", "H", "H", "O", "H", "H", "O", "H", "H", "O", "H", "H"], "positions_angstrom": [[-16.39272, 21.93348, -22.90358], [-22.05297, 24.34106, -23.32296], [-21.11007, 24.26917, -23.47133], [-22.13792, 24.99983, -22.63371], [-14.59064, 24.48839, -27.12918], [-13.67071, 24.25762, -27.25842], [-14.84917, 24.01155, -26.34050], [-10.97422, 23.93774, -22.68913], [-11.79175, 23.44083, -22.65826], [-11.02879, 24.53610, -21.94400], [-13.13058, 17.64239, -21.48057], [-13.76489, 18.32713, -21.69276], [-13.39982, 17.32456, -20.61876], [-18.86558, 18.19227, -19.30922], [-19.78594, 18.45326, -19.34170], [-18.47403, 18.59651, -20.08350], [-19.08650, 19.60173, -27.13991], [-19.82152, 19.56371, -26.52792], [-18.70530, 20.46910, -27.00355]], "total_charge": -1, "gap_ev": 7.20, "e_tot_ev": -82524.6860, "de_lowest_kcal_mol": 41.1, "homo_energy_ev": -4.132}

=====

{"formula": "BrH14O7", "method": "ωB97M-V with the def2-TZVPD basis set", "symbols": ["Br", "O", "H", "H", "O", "H", "H", "O", "H", "H", "O", "H", "H", "O", "H", "H", "O", "H", "H", "O", "H", "H"], "positions_angstrom": [[-0.18182, -0.12548, -0.07138], [-0.05244, 1.29897, -3.44946], [-0.60396, 2.07282, -3.56442], [-0.22852, 1.00963, -2.55418], [-1.56950, -3.16283, 0.00755], [-1.35373, -3.22763, -0.92275], [-0.94479, -2.52626, 0.35504], [-1.14308, -1.08266, 3.18194], [-0.62005, -0.42719, 3.64349], [-0.90820, -0.97181, 2.26065], [1.30722, -2.54500, -2.45868], [0.64377, -1.98883, -2.05035], [1.22767, -2.36515, -3.39547], [-1.56007, 2.09824, 1.98882], [-2.32363, 1.76240, 1.51934], [-0.82996, 1.96829, 1.38360], [1.58124, 2.64630, -0.86458], [0.98659, 2.36976, -1.56182], [2.02123, 1.84140, -0.59113], [1.86904, 0.28290, 2.36160], [1.45503, 0.68722, 3.12406], [1.22798, 0.38491, 1.65813]], "total_charge": -1, "gap_ev": 9.05, "e_tot_ev": -84606.0805, "de_lowest_kcal_mol": 17.2, "homo_energy_ev": -5.955}

=====

{"formula": "BrH16O8", "method": "ωB97M-V with the def2-TZVPD basis set", "symbols": ["Br", "O", "H", "H", "O", "H", "H", "O", "H", "H", "O", "H", "H", "O", "H", "H", "O", "H", "H", "O", "H", "H", "O", "H", "H"], "positions_angstrom": [[0.21154, 0.12919, -0.34802], [2.15883, -1.31920, 4.19912], [1.68660, -1.17506, 3.37909], [3.02179, -1.63172, 3.92737], [1.50904, 5.27097, -1.38235], [2.39780, 5.46576, -1.67966], [1.36633, 4.35856, -1.63409], [-1.27626, -4.87327, 1.91715], [-0.66791, -5.60090, 2.04639], [-0.72477, -4.14905, 1.62118], [0.27550, 4.16272, 3.77521], [0.20859, 5.00622, 3.32771], [0.59561, 3.55979, 3.10422], [4.82830, -3.22349, 0.59668], [4.18951, -2.66300, 0.15620], [4.70810, -4.08473, 0.19662], [-4.97354, -0.91395, 0.63081], [-4.95359, -1.27959, 1.51519], [-4.05296, -0.85122, 0.37623], [-3.51970, 3.88010, -3.65709], [-4.13477, 3.19548, -3.92018], [-2.76539, 3.40434, -3.30939], [-0.24789, -2.53645, -5.02618], [-0.17108, -2.07345, -4.19193], [0.33041, -2.05807, -5.62028]], "total_charge": -1, "gap_ev": 7.11, "e_tot_ev": -86684.6926, "de_lowest_kcal_mol": 44.9, "homo_energy_ev": -4.465}

=====

{"formula": "BrH2NO2P", "method": "ωB97M-V with the def2-TZVPD basis set", "symbols": ["N", "O", "O", "P", "Br", "H", "H"], "positions_angstrom": [[2.84400, -0.93061, 0.17404], [-1.56718, 1.19640, -1.49717], [-2.20419, 1.63712, 1.04797], [-1.54104, 0.80513, -0.02436], [-2.37041, -1.22441, 0.17649], [2.02370, -1.32949, 0.59263], [2.81512, -0.15413, -0.46960]], "total_charge": -1, "gap_ev": [8.65, 5.25], "e_tot_ev": -84949.7632, "de_lowest_kcal_mol": 95.7, "homo_energy_ev": [-5.447, -3.278]}

=====

{"formula": "BrH2O2PS", "method": "ωB97M-V with the def2-TZVPD basis set", "symbols": ["O", "P", "O", "S", "Br", "H", "H"], "positions_angstrom": [[-0.32611, 0.89558, -0.96704], [-0.03452, 0.22352, 0.41625], [-0.24386, -1.70158, -0.05624], [1.69073, 0.78006, 1.14486], [-2.08213, 0.39517, 1.23758], [0.52733, 1.34115, -1.11482], [0.46855, -1.93390, -0.66058]], "total_charge": 0, "gap_ev": 9.44, "smiles": "OP(O)(=S)Br", "e_tot_ev": -94295.0682, "de_lowest_kcal_mol": 29.2, "homo_energy_ev": -10.169}

=====

{"formula": "BrH2OPS", "method": "ωB97M-V with the def2-TZVPD basis set", "symbols": ["O", "P", "S", "Br", "H", "H"], "positions_angstrom": [[1.20605, 0.04144, -0.39694], [-0.19194, -0.53896, -0.17642], [-1.39088, 1.15920, 0.18382], [2.55730, -2.00792, -2.22149], [1.87999, -0.54221, -1.08575], [-2.49521, 0.32724, 0.63262]], "total_charge": 0, "gap_ev": 5.76, "e_tot_ev": -92245.9765, "de_lowest_kcal_mol": 35.4, "homo_energy_ev": -8.530}

=====

{"formula": "BrH4N2OP", "method": "ωB97M-V with the def2-TZVPD basis set", "symbols": ["N", "N", "O", "P", "Br", "H", "H", "H", "H"], "positions_angstrom": [[1.56905, 1.61496, 0.09928], [-0.85751, 0.18874, 0.78494], [4.26192, 1.55820, -0.09058], [2.94340, 0.94665, -0.00920], [2.90136, -1.23366, -0.22347], [0.75818, 1.08468, 0.31249], [-1.05092, 1.02068, 1.32017], [-1.35943, -0.58253, 1.19990], [-1.21388, 0.28745, -0.10180]], "total_charge": 0, "gap_ev": 10.26, "e_tot_ev": -84424.4567, "de_lowest_kcal_mol": 22.5, "homo_energy_ev": -10.556}

=====

{"formula": "BrH8O4", "method": "ωB97M-V with the def2-TZVPD basis set", "symbols": ["Br", "O", "H", "H", "O", "H", "H", "O", "H", "H", "O", "H", "H"], "positions_angstrom": [[0.63339, 0.39300, 0.77434], [2.65314, 0.20696, -1.90308], [3.48897, 0.59928, -1.63685], [2.08252, 0.31295, -1.10932], [-1.25790, -2.11412, -0.45071], [-0.64780, -1.59851, 0.11505], [-2.03034, -1.54295, -0.50274], [-0.96021, 0.92911, 3.83077], [-0.39160, 0.28811, 4.26606], [-0.57614, 0.99218, 2.93925], [-1.07279, 0.88604, -2.22463], [-1.35375, 0.06979, -2.64850], [-0.56749, 0.57816, -1.44964]], "total_charge": -1, "gap_ev": 9.04, "e_tot_ev": -78365.9348, "de_lowest_kcal_mol": 1.0, "homo_energy_ev": -5.282}

=====

{"formula": "BrHNO3S", "method": "ωB97M-V with the def2-TZVPD basis set", "symbols": ["N", "O", "O", "O", "S", "Br", "H"], "positions_angstrom": [[-0.70941, 2.89143, -0.59796], [-3.94616, 0.85212, 0.11379], [-2.53920, -1.04182, 0.90938], [-2.27100, -0.28435, -1.38606], [-2.71743, 0.08140, -0.03124], [-0.10175, 1.61927, 0.41322], [-1.30379, 2.40227, -1.30233]], "total_charge": -1, "gap_ev": [8.72, 5.48], "e_tot_ev": -88524.8243, "de_lowest_kcal_mol": 62.1, "homo_energy_ev": [-5.328, -3.070]}

=====

{"formula": "BrHf", "method": "ωB97M-V with the def2-TZVPD basis set", "symbols": ["Hf", "Br"], "positions_angstrom": [[-0.86539, -1.59507, -1.63483], [0.86539, 1.59507, 1.63483]], "total_charge": 3, "gap_ev": 4.72, "e_tot_ev": -71300.0734, "de_lowest_kcal_mol": 106.1, "homo_energy_ev": -24.737}

=====

{"formula": "BrIO2S2", "method": "ωB97M-V with the def2-TZVPD basis set", "symbols": ["O", "O", "S", "S", "Br", "I"], "positions_angstrom": [[0.04965, 0.70540, 0.90224], [-0.13807, -0.00701, -1.34949], [1.09381, 0.24291, -0.96492], [-1.36814, 0.79864, 0.47220], [-2.66737, -0.96295, 0.46209], [3.03012, -0.77700, 0.47788]], "total_charge": 0, "gap_ev": [7.06, 6.72], "e_tot_ev": -103904.7235, "de_lowest_kcal_mol": 57.9, "homo_energy_ev": [-8.901, -8.732]}

=====

{"formula": "BrMn", "method": "ωB97M-V with the def2-TZVPD basis set", "symbols": ["Mn", "Br"], "positions_angstrom": [[1.06789, 0.41509, -1.33718], [-1.06789, -0.41510, 1.33718]], "total_charge": 1, "gap_ev": [5.08, 5.48], "multiplicity": 6, "e_tot_ev": -101351.1847, "de_lowest_kcal_mol": 75.2, "s_squared": 8.7944, "homo_energy_ev": [-14.304, -14.143]}

=====

{"formula": "BrPd2", "method": "ωB97M-V with the def2-TZVPD basis set", "symbols": ["Pd", "Pd", "Br"], "positions_angstrom": [[-1.55417, -1.31882, -0.22856], [0.97299, 1.74387, -0.62098], [0.58118, -0.42505, 0.84953]], "total_charge": 2, "gap_ev": [6.86, 6.79], "multiplicity": 6, "e_tot_ev": -76974.4658, "s_squared": 8.7585, "homo_energy_ev": [-17.283, -21.595]}